(A)
Here is 2 unconnected molecules or ions with the total composition C3H11NOS from the OMol25 dataset. Energies are from the ωB97M-V functional and the def2-TZVPD basis.

Results
Frontier orbital gap ... 9.454 eV
Charge ... 0
Lowest unoccupied orbital energy ... 0.025 hartree
SMILES string ... C[C@H](N)CS.O

Last columns: bonded neighbours and bond lengths (Å).
CARTESIAN COORDINATES (ANGSTROEM)
1 C 1.525 -1.427 1.010  C2 1.621, H6 1.112, H7 1.128, H8 1.216
2 C 0.618 -0.331 0.232  C1 1.621, N3 1.428, C4 1.612, H9 1.117
3 N 0.178 0.601 1.219  C2 1.428, H10 1.009, H11 0.969
4 C -0.585 -0.875 -0.693  C2 1.612, S5 1.874, H12 1.085, H13 1.094
5 S -0.910 -0.039 -2.339  C4 1.874, H14 1.301
6 H 1.617 -1.053 2.053  C1 1.112
7 H 0.941 -2.390 1.080  C1 1.128
8 H 2.600 -1.806 0.586  C1 1.216
9 H 1.366 0.021 -0.520  C2 1.117
10 H -0.453 1.253 0.777  N3 1.009
11 H -0.393 0.096 1.817  N3 0.969
12 H -1.540 -0.841 -0.180  C4 1.085
13 H -0.285 -1.866 -1.046  C4 1.094
14 H 0.341 0.252 -2.540  S5 1.301
15 O -1.848 2.414 -0.402  H16 0.959, H17 1.008
16 H -1.866 3.218 0.119  O15 0.959
17 H -1.304 2.774 -1.171  O15 1.008

***

(B)
Here is 2 unconnected molecules or ions with the total composition C3H11NOS from the OMol25 dataset. Energies are from the ωB97M-V functional and the def2-TZVPD basis.

Results
Frontier orbital gap ... 9.383 eV
Charge ... 0
Lowest unoccupied orbital energy ... 0.033 hartree
SMILES string ... CSC.NCO

Last columns: bonded neighbours and bond lengths (Å).
CARTESIAN COORDINATES (ANGSTROEM)
1 C -1.241 0.558 -0.919  S2 1.939, H4 1.164, H5 1.084, H6 1.076
2 S -1.455 0.950 0.968  C1 1.939, C3 1.896
3 C -2.932 -0.024 1.650  S2 1.896, H7 1.115, H8 1.099, H9 1.125
4 H -0.304 1.120 -1.320  C1 1.164
5 H -2.059 0.977 -1.494  C1 1.084
6 H -1.230 -0.500 -1.114  C1 1.076
7 H -3.186 0.543 2.575  C3 1.115
8 H -3.749 0.018 0.916  C3 1.099
9 H -2.510 -1.014 1.978  C3 1.125
10 N 1.795 -0.955 -1.178  C11 1.475, H13 1.010, H14 1.058
11 C 2.104 -0.093 -0.022  N10 1.475, O12 1.457, H15 1.102, H16 1.103
12 O 3.292 0.729 -0.214  C11 1.457, H17 0.958
13 H 1.907 -0.476 -2.059  N10 1.010
14 H 1.966 -1.972 -0.938  N10 1.058
15 H 1.267 0.587 0.200  C11 1.102
16 H 2.263 -0.719 0.872  C11 1.103
17 H 4.071 0.269 0.100  O12 0.958

***

(C)
Here is 2 unconnected molecules or ions with the total composition C3H11NOS from the OMol25 dataset. Energies are from the ωB97M-V functional and the def2-TZVPD basis.

Results
Frontier orbital gap ... 9.848 eV
Charge ... 0
Lowest unoccupied orbital energy ... 0.025 hartree
SMILES string ... C[C@H](N)CS.O

Last columns: bonded neighbours and bond lengths (Å).
CARTESIAN COORDINATES (ANGSTROEM)
1 C 1.657 -0.194 -1.526  C2 1.518, H6 1.125, H7 1.057, H8 1.099
2 C 0.720 -0.569 -0.393  C1 1.518, N3 1.495, C4 1.531, H9 1.088
3 N -0.706 -0.486 -0.835  C2 1.495, H10 1.009, H11 1.041
4 C 1.112 0.289 0.813  C2 1.531, S5 1.826, H12 1.081, H13 1.038
5 S 0.836 -0.462 2.454  C4 1.826, H14 1.336
6 H 2.704 -0.090 -1.127  C1 1.125
7 H 1.779 -0.782 -2.396  C1 1.057
8 H 1.305 0.847 -1.551  C1 1.099
9 H 1.015 -1.601 -0.215  C2 1.088
10 H -0.901 -0.921 -1.725  N3 1.009
11 H -1.262 -1.010 -0.129  N3 1.041
12 H 0.643 1.260 0.742  C4 1.081
13 H 2.126 0.490 0.724  C4 1.038
14 H -0.440 -0.085 2.582  S5 1.336
15 O -3.665 0.761 0.864  H16 0.981, H17 0.987
16 H -3.697 1.357 0.085  O15 0.981
17 H -3.226 1.197 1.633  O15 0.987

***

Short version: (C), (A), (B), most stable first.

***

(A)
Here is 2 unconnected molecules or ions with the total composition C3H11NOS from the OMol25 dataset. Energies are from the ωB97M-V functional and the def2-TZVPD basis.

Results
Frontier orbital gap ... 9.000 eV
Charge ... 0
Lowest unoccupied orbital energy ... 0.029 hartree
SMILES string ... CNCCS.O

Last columns: bonded neighbours and bond lengths (Å).
CARTESIAN COORDINATES (ANGSTROEM)
1 C -0.241 0.307 -2.438  N2 1.435, H6 1.090, H7 1.093, H8 1.103
2 N 0.087 0.533 -1.059  C1 1.435, C3 1.449, H9 0.996
3 C 1.250 0.079 -0.322  N2 1.449, C4 1.538, H10 1.092, H11 1.099
4 C 1.023 0.311 1.181  C3 1.538, S5 1.836, H12 1.084, H13 1.091
5 S 2.368 -0.630 2.001  C4 1.836, H14 1.354
6 H 0.083 -0.595 -2.958  C1 1.090
7 H -0.001 1.182 -3.048  C1 1.093
8 H -1.332 0.194 -2.556  C1 1.103
9 H -0.375 1.309 -0.639  N2 0.996
10 H 1.367 -0.986 -0.537  C3 1.092
11 H 2.200 0.560 -0.591  C3 1.099
12 H 0.957 1.323 1.562  C4 1.084
13 H 0.117 -0.239 1.439  C4 1.091
14 H 3.148 0.392 2.426  S5 1.354
15 O -3.479 -0.890 1.870  H16 0.956, H17 0.953
16 H -3.471 -1.502 2.604  O15 0.956
17 H -3.700 -1.350 1.066  O15 0.953

***

(B)
Here is 2 unconnected molecules or ions with the total composition C3H11NOS from the OMol25 dataset. Energies are from the ωB97M-V functional and the def2-TZVPD basis.

Results
Frontier orbital gap ... 10.036 eV
Charge ... 0
Lowest unoccupied orbital energy ... 0.027 hartree
SMILES string ... CNCCS.O

Last columns: bonded neighbours and bond lengths (Å).
CARTESIAN COORDINATES (ANGSTROEM)
1 C -0.670 -1.039 -1.829  N2 1.454, H6 1.106, H7 1.106, H8 1.118
2 N -0.086 -0.924 -0.502  C1 1.454, C3 1.456, H9 1.023
3 C 0.630 0.341 -0.419  N2 1.456, C4 1.567, H10 1.100, H11 1.103
4 C 1.389 0.641 0.919  C3 1.567, S5 1.894, H12 1.089, H13 1.081
5 S 0.430 1.602 2.239  C4 1.894, H14 1.350
6 H 0.098 -1.369 -2.554  C1 1.106
7 H -1.393 -1.877 -1.838  C1 1.106
8 H -1.228 -0.160 -2.235  C1 1.118
9 H 0.570 -1.706 -0.437  N2 1.023
10 H -0.054 1.194 -0.535  C3 1.100
11 H 1.358 0.458 -1.239  C3 1.103
12 H 2.099 1.457 0.786  C4 1.089
13 H 1.876 -0.249 1.294  C4 1.081
14 H 0.429 2.804 1.624  S5 1.350
15 O -2.053 -0.688 1.661  H16 0.959, H17 0.968
16 H -1.824 0.048 2.231  O15 0.959
17 H -1.573 -0.532 0.835  O15 0.968

***

Short version: (B), (A), most stable first.

***

(A)
Here is 2 unconnected molecules or ions with the total composition C4H12O from the OMol25 dataset. Energies are from the ωB97M-V functional and the def2-TZVPD basis.

Results
Frontier orbital gap ... 10.665 eV
Charge ... 0
Lowest unoccupied orbital energy ... 0.030 hartree
SMILES string ... CCO.CC

Last columns: bonded neighbours and bond lengths (Å).
CARTESIAN COORDINATES (ANGSTROEM)
1 C 1.690 0.151 -2.982  C2 1.589, H4 1.098, H5 1.123, H6 1.118
2 C 0.341 0.053 -2.148  C1 1.589, O3 1.402, H7 1.070, H8 1.115
3 O 0.846 -0.167 -0.859  C2 1.402, H9 1.129
4 H 2.482 0.659 -2.416  C1 1.098
5 H 1.415 0.686 -3.930  C1 1.123
6 H 2.123 -0.879 -2.981  C1 1.118
7 H -0.271 0.913 -2.325  C2 1.070
8 H -0.201 -0.881 -2.423  C2 1.115
9 H 1.508 -1.081 -0.887  O3 1.129
10 C -1.231 0.554 3.275  C11 1.638, H12 1.014, H13 1.052, H14 1.128
11 C -1.218 -0.426 1.963  C10 1.638, H15 1.058, H16 1.040, H17 1.052
12 H -1.815 0.057 3.938  C10 1.014
13 H -0.303 0.671 3.757  C10 1.052
14 H -1.701 1.560 3.077  C10 1.128
15 H -0.605 -1.276 2.114  C11 1.058
16 H -0.854 0.080 1.131  C11 1.040
17 H -2.205 -0.674 1.696  C11 1.052

***

(B)
Here is 2 unconnected molecules or ions with the total composition C4H12O from the OMol25 dataset. Energies are from the ωB97M-V functional and the def2-TZVPD basis.

Results
Frontier orbital gap ... 11.126 eV
Charge ... 0
Lowest unoccupied orbital energy ... 0.036 hartree
SMILES string ... CCO.CC

Last columns: bonded neighbours and bond lengths (Å).
CARTESIAN COORDINATES (ANGSTROEM)
1 C -0.646 -0.559 -1.961  C2 1.555, H4 1.094, H5 1.079, H6 1.087
2 C 0.886 -0.364 -2.142  C1 1.555, O3 1.404, H7 1.099, H8 1.089
3 O 1.338 0.883 -1.683  C2 1.404, H9 0.942
4 H -0.974 0.245 -2.627  C1 1.094
5 H -0.953 -0.408 -0.938  C1 1.079
6 H -0.984 -1.531 -2.310  C1 1.087
7 H 1.317 -1.155 -1.512  C2 1.099
8 H 1.224 -0.450 -3.174  C2 1.089
9 H 0.705 1.461 -1.291  O3 0.942
10 C -0.241 0.427 2.993  C11 1.577, H12 1.083, H13 1.088, H14 1.087
11 C -0.276 0.008 1.473  C10 1.577, H15 1.082, H16 1.095, H17 1.085
12 H -1.220 0.719 3.352  C10 1.083
13 H 0.186 -0.428 3.512  C10 1.088
14 H 0.486 1.235 2.991  C10 1.087
15 H 0.718 -0.365 1.261  C11 1.082
16 H -0.494 0.931 0.926  C11 1.095
17 H -1.070 -0.648 1.133  C11 1.085

***

Short version: (B), (A), most stable first.